Here is a 2-piece molecular cluster, C10H29BN4O6P overall at a distorted geometry from OMol25. Energies are from ωB97M-V/def2-TZVPD.

Summary:
Orbital gap   8.53 eV
Charge   +1

CARTESIAN COORDINATES (ANGSTROEM)
C -5.5462 1.6371 -0.1360
P -3.8887 1.3952 -0.8045
O -3.9426 2.5887 -1.9227
N -3.0169 2.1434 0.5773
C -2.9112 3.6446 0.6017
N -2.9248 4.1971 1.9290
C -1.9234 1.4757 1.0271
N -1.2374 0.6290 0.2794
N -1.5451 1.5695 2.3372
C -0.3807 2.3719 2.7811
B 0.8103 2.4937 1.7292
O 0.9562 3.6563 0.9982
O 1.7179 1.4707 1.6601
H -5.7110 2.6780 0.1455
H -6.2899 1.3123 -0.8620
H -5.6117 1.0297 0.7686
H -3.2201 2.5450 -2.5608
H -2.0210 3.9564 0.0528
H -3.7664 3.9819 0.0214
H -2.1475 4.8227 2.0828
H -3.7814 4.6960 2.1221
H -1.4223 0.4925 -0.7016
H -0.4954 0.0857 0.7033
H -2.3656 1.8164 2.8778
H -0.7215 3.3569 3.0903
H 0.0338 1.8852 3.6678
H 0.9072 3.5824 0.0401
H 1.9610 1.1899 0.7714
C 3.7868 -1.9397 -3.6943
O 3.6274 -2.1752 -2.3117
C 3.1719 -1.0526 -1.5982
C 2.4121 -1.4702 -0.3586
O 1.0986 -1.9574 -0.5943
C 0.9800 -3.2499 -1.1893
C 1.3321 -4.3951 -0.2700
O 2.7298 -4.4941 -0.0982
C 3.1072 -5.0103 1.1602
H 4.5956 -1.2283 -3.8925
H 4.0338 -2.8922 -4.1565
H 2.8610 -1.5572 -4.1402
H 2.5250 -0.4295 -2.2329
H 4.0314 -0.4433 -1.2804
H 2.2722 -0.5745 0.2526
H 2.9976 -2.1770 0.2307
H 1.5508 -3.3082 -2.1166
H -0.0790 -3.3453 -1.4371
H 0.9501 -5.3207 -0.7214
H 0.8340 -4.2539 0.6974
H 2.6755 -4.4201 1.9772
H 4.1918 -4.9550 1.2190
H 2.7989 -6.0542 1.2784

Here is C10H29Cl2N5O6V as an isolated structure at a distorted geometry from OMol25. Energies are from ωB97M-V/def2-TZVPD.

Summary:
Orbital gap (spin up / spin down)   4.17 / 7.32 eV
Charge   -1
Multiplicity   3

CARTESIAN COORDINATES (ANGSTROEM)
O 0.5860 0.0748 -0.4148
V -0.9654 0.0518 -0.5344
Cl -0.9246 -2.1834 -1.9549
Cl -1.2504 2.2079 1.1043
C -1.1453 -2.0604 2.1727
O -1.3057 -1.3448 1.1889
N -1.7178 -3.1065 2.5506
N -0.3061 -1.6790 3.0301
H -2.3506 -3.5556 1.9041
H -1.4588 -3.4935 3.4469
H -0.3942 -2.1170 3.9359
H 0.3578 -0.9431 2.8358
C 2.2161 1.3895 2.8163
O 1.8897 0.5102 2.0795
N 3.0552 1.2026 3.8139
N 1.9494 2.6823 2.7281
H 3.5629 0.3365 3.7042
H 3.2764 1.9154 4.4944
H 2.2463 3.4354 3.3321
H 1.3023 2.8122 1.9635
C 3.5671 -3.6284 0.6071
C 2.2137 -3.0706 0.2110
O 1.2432 -4.0054 -0.2923
H 4.1551 -2.9673 1.2438
H 4.2239 -3.8622 -0.2308
H 3.4280 -4.5474 1.1764
H 2.2348 -2.2023 -0.4476
H 1.7162 -2.7349 1.1209
H 0.4490 -3.5879 -0.6337
C -4.0852 -0.3909 0.3602
O -3.1072 0.0079 -0.5845
C -3.6582 0.7798 -1.6463
C -2.7305 0.8690 -2.8832
N -1.4217 1.3642 -2.4253
C -0.4779 1.6554 -3.4866
C 0.6728 2.5732 -3.0740
O 1.5808 1.9519 -2.1639
C 2.4133 2.8690 -1.5093
H -3.6305 -0.8611 1.2321
H -4.7261 -1.1440 -0.0982
H -4.7963 0.3975 0.6066
H -3.7880 1.8050 -1.2993
H -4.6009 0.3887 -2.0290
H -3.2533 1.5419 -3.5629
H -2.8128 -0.1200 -3.3338
H -1.6691 2.3252 -2.2372
H -0.9508 2.1485 -4.3360
H -0.0737 0.6915 -3.7959
H 0.2748 3.5211 -2.7118
H 1.3103 2.7555 -3.9391
H 2.9262 2.3599 -0.6932
H 1.8088 3.6270 -1.0113
H 2.9408 3.3552 -2.3300

For reference, energy by record: -1434.9357; -2988.1049 hartree.